Computed, not measured: a 9-piece molecular cluster, C44H122Cl4N18O8P6 overall, with wB97M-V/def2-TZVPD.

Last column: Mulliken charge in e.
Cartesian coordinates (Å):
C (11.850, -9.578, 16.138)  -1.148
N (10.935, -8.753, 15.336)  0.726
C (11.030, -8.890, 13.879)  -0.664
P (10.251, -7.380, 16.046)  0.283
O (9.974, -7.545, 17.492)  -0.950
N (11.193, -6.043, 15.655)  0.312
C (12.294, -5.694, 16.552)  -0.997
C (11.292, -5.544, 14.293)  -0.777
N (8.852, -7.127, 15.164)  0.459
C (8.048, -8.277, 14.751)  -0.668
C (8.168, -5.866, 15.384)  -1.283
H (12.139, -10.495, 15.630)  0.336
H (11.388, -9.772, 17.103)  0.311
H (12.757, -8.980, 16.282)  0.269
H (12.039, -8.604, 13.567)  0.360
H (10.292, -8.268, 13.381)  0.403
H (10.833, -9.929, 13.614)  -0.271
H (13.081, -6.452, 16.565)  0.266
H (12.685, -4.688, 16.411)  0.412
H (11.860, -5.636, 17.555)  0.326
H (11.533, -6.327, 13.570)  0.207
H (10.380, -5.049, 13.952)  0.179
H (12.089, -4.806, 14.211)  0.408
H (8.408, -9.215, 15.161)  0.177
H (7.037, -8.151, 15.144)  -0.206
H (7.915, -8.241, 13.666)  0.324
H (7.125, -5.994, 15.688)  0.391
H (8.151, -5.231, 14.494)  0.325
H (8.628, -5.365, 16.237)  0.412
C (6.999, -14.594, 13.586)  -0.915
N (6.321, -13.408, 14.070)  1.079
C (4.920, -13.382, 13.626)  -0.627
P (6.836, -12.451, 15.357)  -0.784
O (6.206, -11.118, 15.358)  -0.912
N (6.512, -13.389, 16.739)  1.381
C (6.976, -14.776, 16.872)  0.275
C (5.313, -13.079, 17.544)  0.306
N (8.512, -12.534, 15.276)  1.606
C (9.107, -12.022, 14.050)  -0.991
C (9.330, -12.371, 16.470)  -0.412
H (6.985, -14.541, 12.491)  0.482
H (6.500, -15.523, 13.882)  0.324
H (8.057, -14.596, 13.845)  -0.273
H (4.694, -14.130, 12.872)  0.041
H (4.663, -12.387, 13.263)  0.294
H (4.297, -13.623, 14.496)  0.163
H (8.063, -14.788, 16.767)  0.119
H (6.677, -15.181, 17.833)  -0.503
H (6.583, -15.420, 16.079)  -0.061
H (5.209, -13.696, 18.436)  -0.673
H (5.426, -12.095, 17.997)  -0.375
H (4.448, -13.200, 16.891)  0.170
H (8.776, -12.626, 13.195)  -0.293
H (8.691, -11.060, 13.720)  0.109
H (10.188, -12.002, 14.149)  0.628
H (9.429, -11.313, 16.733)  -0.148
H (10.275, -12.896, 16.330)  0.501
H (8.856, -12.834, 17.337)  -0.455
C (1.889, -17.189, 18.065)  -0.916
N (2.265, -15.943, 17.408)  0.439
C (3.393, -15.997, 16.524)  -0.457
P (1.849, -14.507, 18.199)  0.468
O (2.702, -14.113, 19.345)  -1.101
N (1.613, -13.308, 17.017)  0.898
C (1.268, -13.610, 15.638)  -0.827
C (1.633, -11.904, 17.391)  -0.612
N (0.223, -14.843, 18.602)  0.581
C (-0.249, -14.470, 19.936)  -0.913
C (-0.755, -15.284, 17.638)  -1.123
H (0.974, -17.054, 18.634)  0.301
H (2.677, -17.552, 18.729)  0.066
H (1.637, -17.925, 17.297)  0.385
H (3.566, -15.038, 16.039)  -0.243
H (3.376, -16.749, 15.726)  0.436
H (4.321, -16.288, 17.042)  -0.019
H (1.268, -14.685, 15.472)  0.442
H (0.232, -13.319, 15.426)  0.292
H (1.960, -13.090, 14.972)  -0.201
H (2.244, -11.280, 16.737)  -0.252
H (0.600, -11.540, 17.294)  0.419
H (1.852, -11.775, 18.449)  0.303
H (-0.730, -13.486, 19.882)  0.264
H (-0.925, -15.254, 20.281)  0.318
H (0.567, -14.320, 20.639)  0.154
H (-0.371, -15.885, 16.816)  0.336
H (-1.281, -14.431, 17.191)  0.249
H (-1.506, -15.872, 18.173)  0.369
C (4.946, -17.759, 20.470)  -0.935
N (5.203, -16.596, 21.343)  0.828
C (5.371, -15.351, 20.592)  -0.102
P (4.642, -16.581, 22.923)  0.243
O (4.803, -15.298, 23.638)  -0.937
N (2.984, -16.948, 22.795)  0.292
C (2.316, -17.240, 24.064)  -1.191
C (2.125, -16.277, 21.839)  -0.586
N (5.476, -17.814, 23.719)  0.231
C (5.085, -19.224, 23.747)  -0.851
C (6.887, -17.540, 23.938)  -1.040
H (5.352, -17.531, 19.487)  0.246
H (3.860, -17.823, 20.332)  0.316
H (5.338, -18.654, 20.941)  0.107
H (6.193, -15.474, 19.885)  -0.424
H (5.640, -14.543, 21.274)  0.297
H (4.440, -15.053, 20.099)  -0.016
H (2.113, -16.296, 24.584)  0.356
H (1.335, -17.658, 23.819)  0.346
H (2.870, -17.965, 24.652)  0.338
H (1.845, -15.283, 22.191)  0.479
H (2.592, -16.264, 20.855)  -0.547
H (1.233, -16.881, 21.645)  0.439
H (5.785, -19.750, 24.395)  0.358
H (4.058, -19.401, 24.052)  0.225
H (5.263, -19.620, 22.740)  0.257
H (7.212, -18.228, 24.721)  0.448
H (7.049, -16.543, 24.342)  0.274
H (7.476, -17.725, 23.032)  0.298
C (3.984, -19.517, 8.379)  -0.742
N (3.162, -18.693, 9.246)  0.226
C (3.251, -18.953, 10.676)  -0.950
P (2.716, -17.101, 8.902)  0.263
O (1.709, -16.494, 9.807)  -0.875
N (4.143, -16.198, 8.853)  0.516
C (4.716, -15.534, 10.011)  -1.322
C (4.999, -16.199, 7.659)  -1.313
N (2.200, -17.160, 7.294)  0.281
C (1.294, -18.247, 6.910)  -1.065
C (1.973, -15.915, 6.576)  -1.045
H (4.251, -20.479, 8.808)  0.388
H (4.935, -19.018, 8.145)  0.229
H (3.514, -19.648, 7.405)  0.146
H (3.325, -20.019, 10.884)  0.376
H (2.341, -18.579, 11.152)  0.328
H (4.053, -18.392, 11.176)  0.262
H (5.131, -14.578, 9.684)  0.362
H (3.882, -15.426, 10.707)  0.371
H (5.516, -16.068, 10.534)  0.425
H (5.005, -15.160, 7.318)  0.398
H (6.008, -16.528, 7.920)  0.276
H (4.648, -16.843, 6.857)  0.428
H (1.869, -19.101, 6.537)  0.253
H (0.642, -18.553, 7.726)  0.335
H (0.716, -17.963, 6.032)  0.417
H (2.792, -15.206, 6.444)  0.251
H (1.145, -15.360, 7.033)  0.324
H (1.663, -16.139, 5.555)  0.427
C (11.129, -16.758, 9.303)  -1.018
N (11.456, -16.855, 10.721)  0.168
C (12.847, -17.182, 10.928)  -1.043
P (10.592, -15.805, 11.740)  0.581
O (9.160, -15.862, 11.422)  -1.002
N (11.019, -16.373, 13.284)  0.422
C (10.736, -15.525, 14.434)  -1.094
C (11.020, -17.779, 13.617)  -1.119
N (11.317, -14.299, 11.545)  0.669
C (10.635, -13.209, 10.843)  -1.012
C (12.687, -14.053, 11.955)  -1.141
H (10.042, -16.768, 9.199)  0.261
H (11.520, -17.549, 8.668)  0.377
H (11.441, -15.785, 8.897)  0.284
H (13.192, -18.017, 10.312)  0.404
H (13.003, -17.526, 11.952)  0.340
H (13.543, -16.362, 10.707)  0.243
H (9.734, -15.738, 14.826)  0.471
H (11.413, -15.828, 15.239)  0.483
H (10.854, -14.456, 14.263)  -0.057
H (10.032, -18.165, 13.898)  0.279
H (11.255, -18.345, 12.713)  0.470
H (11.746, -18.005, 14.399)  0.298
H (10.739, -13.354, 9.765)  0.248
H (9.584, -13.280, 11.123)  0.226
H (11.031, -12.236, 11.130)  0.317
H (12.763, -13.150, 12.568)  0.301
H (13.354, -13.979, 11.092)  0.351
H (13.082, -14.845, 12.592)  0.357
O (8.872, -16.594, 20.143)  -0.613
C (9.170, -15.467, 20.396)  0.365
C (9.830, -14.863, 21.584)  -0.389
C (10.088, -13.416, 21.205)  -0.709
C (9.123, -13.186, 20.043)  0.114
O (8.920, -14.491, 19.462)  -0.126
H (9.176, -14.967, 22.453)  0.171
H (10.742, -15.409, 21.821)  0.351
H (9.981, -12.619, 21.937)  0.437
H (11.082, -13.310, 20.764)  0.256
H (8.173, -12.731, 20.334)  0.173
H (9.511, -12.567, 19.234)  -0.019
Cl (7.094, -9.280, 20.127)  -0.216
C (7.234, -9.362, 18.296)  0.835
C (6.037, -8.621, 17.746)  0.478
Cl (4.469, -9.446, 17.982)  -0.148
H (7.318, -10.403, 18.000)  -0.524
H (8.161, -8.831, 18.081)  -0.139
H (6.129, -8.364, 16.692)  -0.794
H (5.980, -7.638, 18.212)  0.644
Cl (2.181, -8.003, 15.256)  -0.210
C (3.127, -9.344, 14.584)  0.482
C (2.286, -10.256, 13.717)  0.207
Cl (1.943, -9.453, 12.157)  -0.217
H (3.510, -9.925, 15.422)  -0.723
H (3.911, -8.838, 14.031)  0.425
H (1.343, -10.575, 14.159)  0.348
H (2.801, -11.200, 13.535)  -0.277

Output
- multiplicity = 1
- max |F| (eV/A) = 2.467
- HOMO level (eV) = -8.034
- SMILES = CN(C)P(=O)(N(C)C)N(C)C.CN(C)P(=O)(N(C)C)N(C)C.CN(C)P(=O)(N(C)C)N(C)C.CN(C)P(=O)(N(C)C)N(C)C.CN(C)P(=O)(N(C)C)N(C)C.CN(C)P(=O)(N(C)C)N(C)C.O=C1CCCO1.ClCCCl.ClCCCl
- Kohn-Sham gap (eV) = 8.33
- DFT total energy (eV) = -196639.8795
- M (g mol⁻¹) = 1359.234